Record 1
The following is a quantum chemistry calculation of C6H10O as an isolated structure, from the OMol25 dataset.

Results
* HOMO-LUMO gap: 10.61 eV
* energy relative to the best compared isomer or geometry (same formula, charge and spin): 86.2 kcal per mole

Atoms and positions in Å:
C 1.090494 -0.421220 -0.622582
C 0.640470 0.059737 0.708204
C 0.221465 0.808032 -0.566536
C -1.244270 0.519854 -0.226338
O -1.868206 -0.582569 -0.893197
C -1.475781 -1.470168 0.173488
C -0.825390 -0.322198 0.976009
H 2.149716 -0.245108 -0.802379
H 2.793230 1.695502 -0.388337
H 0.735764 -1.342184 -1.071823
H 1.338288 0.376339 1.478976
H 2.267579 2.174262 -0.178719
H 0.552762 1.729742 -1.028623
H -1.885198 1.402788 -0.123677
H -0.812766 -2.264837 -0.185678
H -2.354134 -1.913111 0.651734
H -1.191931 -0.147607 1.987166

Atoms 1-3, force components in eV/Å:
-0.008 -0.109 -0.118
0.134 -0.093 0.219
-0.027 0.192 -0.255


Record 2
The following is a quantum chemistry calculation of C29H44BrN3P2Pb as an isolated structure, from the OMol25 dataset.

Results
* charge: +2
* HOMO-LUMO gap (alpha / beta): 4.77 / 3.23 eV
* energy relative to the best compared isomer or geometry (same formula, charge and spin): 0.0 kcal per mole

Atoms and positions in Å:
C 3.123538 -5.427336 4.899329
C 3.484294 -4.269926 4.182116
C 4.836099 -3.875202 4.207725
C 5.752857 -4.646538 4.941404
N 5.394151 -5.739758 5.612828
C 4.120003 -6.127516 5.600165
C 2.502569 -3.516356 3.436394
C 1.648035 -2.957350 2.770418
C 0.766193 -2.119188 2.074814
C -0.188157 -2.657257 1.205078
C -1.028531 -1.793045 0.496253
C -0.872894 -0.436793 0.711652
C 0.048896 0.117765 1.622376
C 0.898802 -0.740937 2.294031
Pb -1.865683 1.524084 0.194827
P -1.402455 0.079704 -2.544062
H 5.168653 -2.992890 3.658902
H 2.092018 -5.780325 4.900296
H 6.800623 -4.353741 4.970393
H 3.855240 -7.023971 6.157161
H 1.661463 -0.373358 2.993317
H -0.270984 -3.734774 1.084577
H 0.136511 1.192799 1.852713
H -1.773504 -2.204704 -0.183009
C -1.877389 1.090401 -4.020330
C -0.994017 1.022039 -5.252701
H -1.934924 2.128196 -3.656953
H -2.910687 0.815193 -4.273296
H -1.468884 1.618796 -6.042106
H 0.000980 1.442605 -5.071699
H -0.897751 -0.004615 -5.620447
C 0.449948 0.045414 -2.533147
C 1.130392 -1.297669 -2.775104
H 0.741123 0.422625 -1.537496
H 0.787473 0.793638 -3.266040
H 2.216781 -1.155580 -2.696787
H 0.845020 -2.057394 -2.034411
H 0.923268 -1.687302 -3.779405
C -1.917069 -1.661003 -2.906432
C -1.886473 -2.094768 -4.367246
H -2.937667 -1.782370 -2.513921
H -1.290117 -2.322068 -2.291128
H -2.206095 -3.147010 -4.417648
H -2.576508 -1.504262 -4.985354
H -0.876741 -2.032965 -4.794799
Br -3.955444 0.598328 -1.587431
P 1.745859 4.161250 -0.196652
C 1.684891 3.212666 -1.762541
C 2.101400 4.074965 -2.962347
H 0.663638 2.820750 -1.891824
H 2.372131 2.360268 -1.651133
H 2.333124 3.443546 -3.830426
H 1.302348 4.769711 -3.253799
H 2.996976 4.670284 -2.736329
C 0.018094 4.481127 0.304723
C -0.110279 5.855540 0.986479
H -0.291543 3.681894 1.002097
H -0.598091 4.450662 -0.608517
H -1.163435 6.164241 1.022224
H 0.266154 5.823243 2.018381
H 0.452950 6.632117 0.447981
C 2.431352 2.973434 1.018686
C 3.952123 3.107798 1.168772
H 2.155578 1.957358 0.708339
H 1.941518 3.190689 1.977342
H 4.293104 2.584372 2.068741
H 4.486626 2.679901 0.313714
H 4.256503 4.156618 1.260499
C -4.495457 -2.169631 0.445250
C -4.789350 -0.945927 1.224962
N -4.025512 0.108936 1.517202
C -4.786241 0.956952 2.311491
C -6.046499 0.416585 2.468895
N -6.019339 -0.788032 1.771634
H -4.134423 -2.949738 1.130837
H -5.415201 -2.505513 -0.055246
H -3.736721 -1.955539 -0.308952
H -4.402862 1.891944 2.690012
H -6.907776 0.770211 3.017575
H -6.784594 -1.456296 1.666112

Atoms 1-3, force components in eV/Å:
0.294 0.059 -0.031
0.379 -0.276 0.289
-0.049 -0.257 0.173


Record 3
The following is a quantum chemistry calculation of one molecule with the formula C4H10N2O2, from the OMol25 dataset.

Results
* HOMO-LUMO gap: 10.05 eV
* SMILES: NCC[C@@H](N)C(=O)O
* energy relative to the best compared isomer or geometry (same formula, charge and spin): 74.8 kcal per mole

Atoms and positions in Å:
O 2.254136 0.558107 -1.915989
C 1.204460 0.354787 -1.418597
O 0.121238 1.008759 -2.021765
C 0.673067 -0.085235 -0.004148
C -0.961400 0.045038 0.363170
C -1.369896 -0.556539 1.693744
N -2.640045 0.121125 2.302456
N 1.287466 -1.339657 0.359259
H 1.289346 0.687189 0.527096
H -1.460800 -0.565610 -0.419112
H -1.385819 1.097578 0.269473
H -0.654976 -0.498369 2.603579
H -1.707196 -1.585093 1.459209
H -3.120012 -0.643754 2.657929
H -2.424826 0.632826 3.176426
H 0.531221 -2.034277 0.293301
H 0.242824 1.608005 -2.718332
H 1.877905 -1.252005 1.215445

Atoms 1-3, force components in eV/Å:
1.958 -1.411 0.639
-3.651 3.045 -1.009
-1.733 -2.211 2.524


Record 4
The following is a quantum chemistry calculation of a 2-piece molecular cluster, C6H12O overall, from the OMol25 dataset.

Results
* HOMO-LUMO gap: 10.43 eV
* SMILES: CCC(C)=O.C=C
* energy relative to the best compared isomer or geometry (same formula, charge and spin): 28.2 kcal per mole

Atoms and positions in Å:
C -1.155642 1.246383 -0.090011
C -1.075042 -0.238817 -0.456563
C 2.036389 0.898098 -1.491470
C 2.446580 -0.290662 -1.063892
O 0.310394 -1.971761 0.432674
C -0.536555 -1.129954 0.649988
C -1.122892 -0.945306 2.033757
H -1.322269 1.851558 -0.986892
H -1.976707 1.452255 0.605155
H -0.222882 1.592853 0.368722
H -0.436146 -0.393782 -1.328674
H 2.447857 1.824937 -1.099928
H 1.262833 0.996253 -2.250932
H 3.213981 -0.389964 -0.300254
H 2.018396 -1.217962 -1.433494
H -2.077465 -0.608823 -0.714795
H -0.844804 0.034124 2.439705
H -2.217738 -0.979714 1.993351
H -0.748287 -1.729717 2.693554

Atoms 1-3, force components in eV/Å:
-0.003 0.076 0.060
0.032 -0.059 -0.095
0.081 -0.132 0.033


Record 5
The following is a quantum chemistry calculation of C17H19CoN2O2P as an isolated structure, from the OMol25 dataset.

Results
* charge: +1
* HOMO-LUMO gap (alpha / beta): 7.56 / 5.94 eV
* 2S+1: 5

Atoms and positions in Å:
Co 1.385617 0.254208 -0.746191
O 2.661739 -1.090485 -0.160836
C 2.477588 -2.189713 0.467071
C 3.617158 -2.920974 0.906381
C 3.481325 -4.091914 1.583329
C 2.201274 -4.649115 1.874491
C 1.087877 -3.998329 1.463663
C 1.163050 -2.752007 0.754404
C -0.038765 -2.205203 0.305387
N -0.115501 -1.050991 -0.354836
N -1.294880 -0.744294 -0.861612
C -1.172624 0.343520 -1.695935
O -0.048515 0.856448 -1.961893
C -2.399232 0.875471 -2.285424
C -3.642576 0.332245 -1.949703
C -4.793615 0.862815 -2.503785
C -4.707224 1.925121 -3.394224
C -3.472094 2.465674 -3.733996
C -2.318186 1.945043 -3.180597
H 4.587821 -2.503369 0.676853
H 4.367132 -4.623269 1.907676
H 2.133075 -5.586238 2.407726
H 0.106054 -4.411080 1.660036
H -0.966651 -2.752151 0.449660
H -3.695052 -0.501402 -1.264600
H -5.758054 0.446871 -2.246844
H -5.609856 2.334683 -3.828569
H -3.414401 3.289864 -4.431565
H -1.349229 2.351946 -3.434954
C 2.307176 3.179559 1.152112
P 1.250506 1.704139 1.176237
C 1.707819 0.825497 2.693562
C -0.421095 2.332546 1.486246
H 2.185383 3.758233 2.068832
H 2.047771 3.809189 0.301230
H 3.352609 2.886162 1.057401
H 1.643345 1.490575 3.555729
H 2.725647 0.445634 2.607010
H 1.036998 -0.020680 2.845542
H -0.438215 2.962237 2.376711
H -1.108366 1.497570 1.627294
H -0.762836 2.915964 0.630980

Atoms 1-3, force components in eV/Å:
0.222 -0.164 0.219
-0.040 0.148 -0.216
-0.124 -0.038 0.066


Record 6
The following is a quantum chemistry calculation of C23H53IrO3P3 as an isolated structure, from the OMol25 dataset.

Results
* charge: +4
* HOMO-LUMO gap (alpha / beta): 5.82 / 4.52 eV
* energy relative to the best compared isomer or geometry (same formula, charge and spin): 127.3 kcal per mole
* 2S+1: 6

Atoms and positions in Å:
Ir 0.376754 0.037976 -0.498077
C 1.010254 -1.662824 -1.411977
O 1.379454 -2.673624 -1.865877
C -0.411746 1.493776 0.692323
O -0.859946 2.385876 1.294923
P -1.700646 -0.044624 -1.889577
C -3.214246 -0.776324 -1.067577
H -4.042546 -0.675724 -1.777877
C -2.329546 1.572076 -2.634777
H -2.164746 2.284476 -1.815177
C -1.504946 -1.139624 -3.403477
H -1.234246 -2.104324 -2.956577
C 3.969454 -0.615424 -0.298677
P 2.574354 0.159076 0.692623
H 3.551754 -0.368024 2.852023
H 3.620754 -1.648724 -0.419177
C 3.265254 1.868076 1.100923
H 4.344954 1.674176 1.156523
C -1.560246 2.070476 -3.869677
H -2.046846 1.741276 -4.793477
H -0.521346 1.736876 -3.895377
H -1.560646 3.167076 -3.873977
C -3.832346 1.563376 -2.941077
H -4.050846 2.321576 -3.703077
H -4.428446 1.784376 -2.054877
H -4.154946 0.593676 -3.331477
C -2.752146 -1.342524 -4.275477
H -3.639046 -1.614624 -3.695477
H -2.563646 -2.150024 -4.992977
H -2.980246 -0.441924 -4.853677
C -0.324446 -0.687824 -4.274377
H 0.140254 -1.562624 -4.743377
H 0.434954 -0.168324 -3.687677
H -0.653646 -0.017624 -5.076177
C -3.020046 -2.265324 -0.755777
H -3.384046 -2.907824 -1.562177
H -3.565546 -2.527124 0.158423
H -1.961746 -2.499224 -0.592477
C -3.562846 0.005076 0.205923
H -2.795746 -0.143424 0.972623
H -4.521246 -0.343724 0.608623
H -3.640246 1.080776 0.024223
C 5.353854 -0.645324 0.364423
H 5.303354 -0.708724 1.455423
H 5.938854 0.239676 0.096423
H 5.907254 -1.521524 0.005723
C 4.072854 0.002276 -1.699977
H 4.353954 1.059976 -1.650177
C 1.427654 -0.516424 3.160323
H 3.130854 -0.073424 -2.245477
H 4.847054 -0.519724 -2.273977
C 2.898354 -2.268624 2.092023
H 0.680454 -1.296624 2.982823
H 1.685254 -0.525624 4.226123
H 0.958354 0.444476 2.931023
C 2.683454 -0.766624 2.315423
H 2.510254 -2.830524 2.949823
H 3.955254 -2.522024 1.972323
H 2.367254 -2.614324 1.197723
C 2.810754 2.457176 2.446823
H 1.734054 2.655976 2.443623
H 3.318554 3.415576 2.608623
H 3.034754 1.812676 3.298523
C 3.040654 2.902476 -0.009077
H 3.227354 2.483176 -0.998377
H 3.721154 3.749276 0.142223
H 2.017054 3.288676 0.006123
H 0.027954 -1.102524 0.987823
H -0.695746 -1.137324 0.551423
C -0.887046 -0.086524 4.609823
P -1.467346 -0.156424 2.804323
C -2.302346 -1.823024 2.896023
C -2.622146 1.342076 2.987823
O -0.264446 -0.171124 1.536323
H -0.311246 0.842476 4.809123
H -0.340446 -0.994024 4.931323
H -1.783646 -0.058624 5.262723
H -2.975946 -1.841124 3.776923
H -2.905946 -2.046924 2.025523
H -1.532446 -2.612624 3.016523
H -2.043846 2.229576 3.314123
H -3.221746 1.628576 2.115723
H -3.337546 1.126976 3.808323

Atoms 1-3, force components in eV/Å:
0.090 0.687 -1.917
1.896 -5.035 -2.854
-1.506 4.221 2.125